C18H30Br18O6S3 | the ωB97M-V functional and the def2-TZVPD basis

Element x y z (Å)
C 2.50645 -4.20996 0.30677
Br 3.75188 -3.89024 -1.14578
Br 0.60518 -4.06514 -0.36829
Br 2.75181 -3.02721 1.89885
H 2.63523 -5.19110 0.76380
C 3.14385 -0.39807 -5.35938
Br 3.73189 -1.30525 -3.67198
Br 1.12598 -0.51415 -5.27387
Br 3.80886 -1.18553 -7.01811
H 3.47764 0.63921 -5.38606
C -0.68120 -3.83242 -4.87446
Br -2.06270 -3.06901 -3.65439
Br 1.08059 -3.72075 -3.90737
Br -0.76738 -3.03112 -6.79490
H -0.93609 -4.89142 -4.91530
C 0.16800 -0.58013 3.64308
Br -1.19932 0.22260 2.41428
Br 0.00135 -2.67993 3.63757
Br 0.16020 0.12851 5.47998
H 1.13197 -0.37528 3.17736
C -2.63635 2.26651 -5.46283
Br -1.57854 1.83035 -7.09712
Br -1.51397 3.23711 -4.14509
Br -3.37893 0.57503 -4.66150
H -3.50088 2.83827 -5.80018
C 4.84830 1.51605 1.74032
Br 3.98644 1.22402 3.57281
Br 5.23672 -0.27482 0.92359
Br 6.43258 2.71116 1.88484
H 4.12316 2.03366 1.11234
C -5.48029 -4.00305 0.09084
C -4.69895 -4.56656 -1.13977
C -3.30572 -4.83159 -0.54943
S -2.97354 -3.62286 0.73668
O -2.12590 -2.56847 0.18222
O -2.67111 -4.28487 1.96163
C -4.68701 -2.92019 0.82205
H -5.53296 -4.84462 0.78155
H -6.49093 -3.68255 -0.16213
H -4.55306 -3.91164 -1.99878
H -5.15364 -5.45055 -1.58689
H -2.48535 -4.74831 -1.26227
H -3.24409 -5.71129 0.09123
H -4.71444 -2.02493 0.20088
H -4.92898 -2.67801 1.85689
C 1.63449 5.18218 5.60316
C 1.62715 6.48108 4.70469
C 0.97638 6.03714 3.35973
S 1.68561 4.35424 3.05865
O 2.76963 4.43745 2.10642
O 0.67529 3.31787 2.84759
C 2.36015 4.06866 4.76626
H 0.61688 4.85466 5.81599
H 2.16499 5.36284 6.53806
H 2.63505 6.89060 4.63744
H 1.01055 7.28992 5.09672
H 0.91724 6.69781 2.49479
H -0.05205 5.82943 3.65520
H 3.41918 4.32642 4.75500
H 2.11021 3.10690 5.21418
C -1.05093 1.13588 -1.13445
C -0.48743 -0.01608 -2.06135
C 0.56575 -0.72405 -1.24246
S 1.53978 0.63500 -0.47234
O 2.56318 0.94587 -1.46853
O 1.85754 0.25328 0.89538
C 0.14097 1.86827 -0.50730
H -1.65442 0.64720 -0.36955
H -1.75962 1.80550 -1.62177
H -0.14374 0.52216 -2.94469
H -1.31079 -0.67868 -2.32807
H 1.32700 -1.39186 -1.64574
H 0.16615 -1.23669 -0.36747
H 0.34811 2.82835 -0.98000
H -0.05903 2.03713 0.55080

Properties
<S²>: 0.756
Spin multiplicity: 2
M (u): 1876.90
Charge: +1
Highest occupied orbital energy (spin up / spin down) (eV): -11.7 / -11.7
Kohn-Sham gap (spin up / spin down) (eV): 7.71 / 3.45

Here are the Mulliken charges for atoms 1 to 2, given in e: C -0.513; Br 0.036